[1]
Here is a structure of composition C30H28N2SiSn in a non-equilibrium geometry from the Open Molecules 2025 dataset. Energies are from ωB97M-V/def2-TZVPD.

XYZ file:
```
62
Properties=species:S:1:pos:R:3
C 0.8498 2.6120 1.7560
C 0.9792 3.5578 0.6695
C -0.2253 3.5490 -0.0662
H 1.8363 4.2105 0.4886
C -1.1319 2.6417 0.5363
C -0.4939 2.0349 1.6490
H -0.9385 1.3679 2.3788
H 1.5078 2.5173 2.6171
H -0.4683 4.1839 -0.9164
H -2.1759 2.5083 0.2747
Sn 1.1910 0.8393 0.2157
C -3.2151 -1.5496 0.0780
H -2.5358 -1.0224 0.7624
H -3.8234 -2.2455 0.6717
H -3.8562 -0.8168 -0.4179
Si 0.8124 1.2262 -2.2669
C 2.0327 0.3277 -3.3561
C 3.1811 0.9626 -3.8555
H 3.4477 1.9593 -3.4936
C 3.9476 0.3394 -4.8458
H 4.8014 0.8624 -5.2802
C 3.6126 -0.9453 -5.2913
H 4.1994 -1.4177 -6.0840
C 2.5281 -1.6183 -4.7162
H 2.2820 -2.6292 -5.0334
C 1.7458 -0.9880 -3.7425
H 0.8927 -1.5075 -3.2986
C -0.7423 1.4098 -3.3025
C -0.6232 1.4931 -4.7074
H 0.3341 1.2691 -5.1914
C -1.7166 1.8950 -5.4868
H -1.6064 1.9505 -6.5710
C -2.9328 2.2214 -4.8814
H -3.7768 2.5474 -5.4925
C -3.0645 2.1123 -3.4927
H -4.0141 2.3585 -3.0159
C -1.9884 1.6850 -2.7090
H -2.1000 1.5934 -1.6261
H 1.3045 2.6249 -2.2690
H -2.6170 -2.0440 -0.6605
C 0.2560 -4.0524 1.2719
C 0.4944 -2.6953 0.9789
N 0.4746 -1.7310 1.9078
C 0.2222 -2.0605 3.1901
C -0.0334 -3.4227 3.5802
C -0.0116 -4.4136 2.5786
C -0.2933 -3.7193 4.9505
C -0.2790 -2.7422 5.9176
C -0.0195 -1.3784 5.5965
C 0.0110 -0.3499 6.5630
C 0.2354 0.9543 6.1673
C 0.4038 1.2163 4.7940
N 0.3891 0.2612 3.8676
C 0.2045 -1.0159 4.2227
H 0.2916 -4.7790 0.4629
H 0.7108 -2.3778 -0.0481
H -0.2010 -5.4479 2.8654
H -0.4964 -4.7594 5.2173
H -0.4714 -2.9872 6.9658
H -0.1483 -0.6100 7.6091
H 0.2747 1.7921 6.8564
H 0.5460 2.2421 4.4573
```

Calculated values
Molecular weight: 563.37 g/mol
Gap between HOMO and LUMO: 5.89 eV
Highest occupied orbital energy: -6.12 eV
DFT total energy: -48251.5733 eV

---

[2]
Here is a structure of composition C30H28N6O7SV in a non-equilibrium geometry from the Open Molecules 2025 dataset. Energies are from ωB97M-V/def2-TZVPD.

XYZ file:
```
73
Properties=species:S:1:pos:R:3
V 0.4891 -0.4744 0.7105
N -0.9696 1.2173 0.8102
C -2.0691 0.9029 1.7395
C -1.6700 -0.2192 2.6803
O -2.3033 -0.5398 3.6477
N -0.4345 -0.7866 2.3473
C 0.5030 -1.0866 3.4354
C 1.8225 -0.4221 3.0612
O 2.8479 -0.4953 3.6459
O 1.6734 0.2477 1.8555
H -1.3492 1.2537 -0.1363
H -0.5347 2.1105 1.0184
H -2.3137 1.7596 2.3680
H -2.9753 0.6456 1.1873
H 0.1589 -0.7148 4.4013
H 0.6974 -2.1577 3.5185
N 10.3518 -0.1869 -0.7928
C 9.2093 -0.2564 -0.7145
C 7.7703 -0.3439 -0.6159
C 7.0226 -0.6794 -1.7401
C 5.6424 -0.7579 -1.6463
C 5.0191 -0.5007 -0.4307
C 5.7674 -0.1771 0.6959
C 7.1464 -0.0928 0.6021
C 3.5357 -0.5724 -0.2967
C 2.7991 0.5080 -0.7416
C 3.2845 1.5852 -1.5251
C 2.1969 2.2879 -1.9910
C 1.0621 1.6589 -1.4579
N 1.3890 0.6073 -0.7060
C 3.0080 -1.7869 0.2117
C 3.6291 -3.0264 0.2291
C 2.6531 -3.9901 0.5346
C 1.4645 -3.3172 0.6905
N 1.6537 -1.9743 0.5205
H 7.5221 -0.8741 -2.6788
H 5.0516 -1.0129 -2.5168
H 5.2711 0.0078 1.6407
H 7.7401 0.1648 1.4679
H 4.3240 1.7653 -1.7448
H 2.1945 3.1437 -2.6440
H 0.0265 1.9277 -1.6141
H 4.6676 -3.2035 -0.0007
H 2.7959 -5.0530 0.6272
H 0.4952 -3.7038 0.9663
C -6.8552 3.8977 1.2837
C -6.0148 3.0154 0.4028
C -4.9821 3.5542 -0.3675
C -4.2206 2.7596 -1.2010
C -4.4967 1.3932 -1.2782
C -5.5246 0.8373 -0.5323
C -6.2715 1.6544 0.3062
S -3.4449 0.4218 -2.2970
O -2.1105 0.5321 -1.7390
O -3.6355 0.7324 -3.6781
N -3.9831 -1.0958 -2.0815
C -3.5484 -1.9020 -0.9471
C -2.3268 -2.7743 -1.1826
C -1.0312 -2.0560 -1.3551
O -0.2710 -2.1503 -2.2555
O -0.7021 -1.2351 -0.2499
H -6.2588 4.6907 1.7331
H -7.3286 3.3268 2.0804
H -7.6469 4.3733 0.7019
H -4.7824 4.6175 -0.3166
H -3.4329 3.1948 -1.8025
H -5.7660 -0.2099 -0.6242
H -7.0777 1.2222 0.8854
H -4.1090 -1.5603 -2.9718
H -4.3757 -2.5610 -0.6827
H -3.3911 -1.2368 -0.0982
H -2.4496 -3.4169 -2.0538
H -2.2286 -3.4129 -0.2984
```

Calculated values
Molecular weight: 667.60 g/mol
Gap between HOMO and LUMO: 5.79 eV
Charge: +1
Highest occupied orbital energy: -11.38 eV
DFT total energy: -91355.0105 eV

---

[3]
Here is a structure of composition C30H29AsFN4O8SbSe4Ti in a non-equilibrium geometry from the Open Molecules 2025 dataset. Energies are from ωB97M-V/def2-TZVPD.

XYZ file:
```
79
Properties=species:S:1:pos:R:3
Ti -1.5658 -0.6684 -0.4106
O -2.9141 3.2132 0.7624
C -2.7106 2.0151 0.6155
O -1.6493 1.4471 0.1900
C -3.7659 0.9904 0.9747
C -4.6648 1.1089 2.0187
C -5.3605 -0.0219 2.4203
C -5.1889 -1.2246 1.7456
C -4.3031 -1.2328 0.6895
N -3.6203 -0.1567 0.3205
C -3.8688 -2.4536 -0.0794
O -4.5932 -3.4105 -0.2599
O -2.6663 -2.3078 -0.5661
H -4.7257 2.0430 2.5571
H -5.9916 0.0207 3.2977
H -5.6686 -2.1410 2.0551
C 1.3994 5.6689 -2.0140
C 1.6725 4.9471 -0.7012
C 3.0764 5.2634 -0.2041
C 3.3327 4.5956 1.1345
C 3.0658 3.1209 1.0357
C 3.6796 2.2283 1.8848
C 3.3889 0.8690 1.8267
F 4.0373 0.0523 2.6674
C 2.4737 0.3706 0.9470
C 1.8653 1.2600 0.0517
C 0.8282 0.7583 -0.8217
O 0.4699 -0.4523 -0.7315
C 0.2238 1.6679 -1.7163
C 0.5992 2.9752 -1.6716
N 1.5115 3.4810 -0.8202
C 2.1554 2.6318 0.0797
C -0.9570 1.3098 -2.5853
O -1.0903 1.8943 -3.6564
O -1.7738 0.4299 -2.1181
H 1.7161 6.7067 -1.9069
H 0.3457 5.6772 -2.2849
H 1.9674 5.2179 -2.8298
H 0.9506 5.2842 0.0508
H 3.1744 6.3473 -0.1226
H 3.8013 4.9199 -0.9495
H 2.6708 5.0330 1.8889
H 4.3562 4.7678 1.4717
H 4.3801 2.5773 2.6336
H 2.1838 -0.6714 0.9438
H 0.1038 3.6683 -2.3319
C -2.9102 -2.1724 -3.8260
As -1.0897 -2.3092 -3.1190
C -0.1569 -1.6180 -4.7089
C -0.8384 -4.2298 -3.4253
H -2.9745 -2.5966 -4.8297
H -3.1860 -1.1187 -3.8422
H -3.5799 -2.7069 -3.1523
H -0.4596 -2.1594 -5.6075
H 0.9215 -1.7136 -4.5762
H -0.4041 -0.5609 -4.8166
H -1.0936 -4.4983 -4.4526
H -1.4848 -4.7602 -2.7271
H 0.1923 -4.5080 -3.2093
N 2.6845 -2.9424 4.0344
C 3.2430 -3.2817 2.8564
O 4.4511 -3.3919 2.6842
C 2.2662 -3.5038 1.7363
C 2.6379 -3.1839 0.4337
C 1.6742 -3.2478 -0.5607
N 0.4154 -3.6177 -0.3345
C 0.0943 -3.9862 0.8996
C 0.9777 -3.9508 1.9656
H 3.3098 -2.6828 4.7775
H 1.6988 -2.7144 4.1423
H 3.6430 -2.8400 0.2286
H 1.9015 -2.9130 -1.5696
H -0.9459 -4.2422 1.0655
H 0.6211 -4.1900 2.9582
Se -3.0309 -0.3281 5.3674
Sb -0.7952 -0.7769 4.6025
Se -0.9609 -1.0243 1.8184
Se -0.0223 -3.0370 5.0575
Se 0.8497 0.9858 4.6481
```

Calculated values
Molecular weight: 1152.97 g/mol
Gap between HOMO and LUMO: 5.85 eV
Charge: -2
Highest occupied orbital energy: -2.23 eV
DFT total energy: -408525.3900 eV

---

[4]
Here is a structure of composition C30H29BaCl3FGeN4O6S in a non-equilibrium geometry from the Open Molecules 2025 dataset. Energies are from ωB97M-V/def2-TZVPD.

XYZ file:
```
76
Properties=species:S:1:pos:R:3
Ba -0.1338 0.2640 0.1773
C 1.8414 -4.7383 -2.7362
C 1.1065 -4.1722 -1.5166
C 1.5829 -4.9004 -0.2569
C -0.4021 -4.2280 -1.7208
C -1.0525 -5.4511 -1.6145
C -2.4236 -5.5563 -1.7817
C -3.1474 -4.4144 -2.0841
C -2.5408 -3.1685 -2.2324
C -3.4391 -2.0172 -2.6704
C -3.0385 -1.4331 -4.0271
C -3.5886 -0.8958 -1.6471
C -1.1430 -3.0543 -2.0335
N -0.4818 -1.8226 -2.0986
C 0.2295 -1.5925 -3.2161
C 0.1086 -2.2780 -4.4547
C 0.8399 -1.9242 -5.5785
C 1.7539 -0.8804 -5.5551
C 1.9377 -0.2031 -4.3475
C 1.2097 -0.5730 -3.2517
F 1.4760 0.0666 -2.0670
H 2.9225 -4.6409 -2.6067
H 1.5591 -4.2163 -3.6493
H 1.6101 -5.8019 -2.8603
H 1.3744 -3.1203 -1.4084
H 1.3246 -5.9636 -0.2800
H 1.1905 -4.4575 0.6567
H 2.6698 -4.8279 -0.1824
H -0.4734 -6.3404 -1.3869
H -2.9212 -6.5150 -1.6874
H -4.2205 -4.4878 -2.2331
H -4.4319 -2.4653 -2.7963
H -2.1186 -0.8557 -3.9473
H -3.8263 -0.7653 -4.3856
H -2.8844 -2.2173 -4.7715
H -2.6194 -0.4668 -1.4113
H -4.0608 -1.2564 -0.7338
H -4.2039 -0.0885 -2.0498
H -0.5980 -3.0974 -4.5141
H 0.6832 -2.4807 -6.4970
H 2.3127 -0.5971 -6.4371
H 2.6510 0.6050 -4.2438
O 2.0275 -2.7256 3.1307
C 1.4327 -1.8019 2.5665
O 1.2320 -1.6352 1.3300
C 0.8690 -0.7050 3.4840
C 1.5030 -0.4341 4.6930
C 1.0092 0.5775 5.4942
C -0.1126 1.2812 5.0764
C -0.6834 0.9419 3.8631
N -0.2068 -0.0275 3.0804
H 2.3656 -1.0264 4.9621
H 1.4955 0.8268 6.4302
H -0.5253 2.0917 5.6618
H -1.5395 1.4861 3.4781
N -6.2589 -2.7131 3.3834
C -5.2209 -2.7780 2.8921
C -3.9265 -2.8886 2.2814
C -3.2938 -4.1286 2.1854
C -2.0491 -4.1842 1.6004
C -1.4805 -3.0053 1.1304
N -2.0843 -1.8228 1.2085
C -3.2822 -1.7643 1.7748
H -3.7821 -5.0165 2.5654
H -1.5123 -5.1151 1.4917
H -0.4944 -2.9986 0.6915
H -3.7565 -0.7901 1.8261
Cl 1.2802 5.5893 -1.4724
Ge 0.3740 4.1292 -0.0274
Cl 0.0661 5.3839 1.7656
Cl 2.0336 2.3912 0.8962
O -3.4353 2.8197 -0.5841
S -2.0059 2.7221 -0.5182
O -1.4805 2.3621 0.8332
O -1.4073 1.8021 -1.4969
O -1.3840 4.1333 -0.7787
```

Calculated values
Molecular weight: 908.95 g/mol
Gap between HOMO and LUMO (alpha / beta): 6.18 / 5.75 eV
Charge: -2
Highest occupied orbital energy (alpha / beta): -2.13 / -2.13 eV
2S+1: 2
DFT total energy: -158166.9147 eV
⟨S²⟩: 0.7538

---

What did the fourth record say?
Here is a structure of composition C30H29BaCl3FGeN4O6S in a non-equilibrium geometry from the Open Molecules 2025 dataset. Energies are from ωB97M-V/def2-TZVPD.

XYZ file:
```
76
Properties=species:S:1:pos:R:3
Ba -0.1338 0.2640 0.1773
C 1.8414 -4.7383 -2.7362
C 1.1065 -4.1722 -1.5166
C 1.5829 -4.9004 -0.2569
C -0.4021 -4.2280 -1.7208
C -1.0525 -5.4511 -1.6145
C -2.4236 -5.5563 -1.7817
C -3.1474 -4.4144 -2.0841
C -2.5408 -3.1685 -2.2324
C -3.4391 -2.0172 -2.6704
C -3.0385 -1.4331 -4.0271
C -3.5886 -0.8958 -1.6471
C -1.1430 -3.0543 -2.0335
N -0.4818 -1.8226 -2.0986
C 0.2295 -1.5925 -3.2161
C 0.1086 -2.2780 -4.4547
C 0.8399 -1.9242 -5.5785
C 1.7539 -0.8804 -5.5551
C 1.9377 -0.2031 -4.3475
C 1.2097 -0.5730 -3.2517
F 1.4760 0.0666 -2.0670
H 2.9225 -4.6409 -2.6067
H 1.5591 -4.2163 -3.6493
H 1.6101 -5.8019 -2.8603
H 1.3744 -3.1203 -1.4084
H 1.3246 -5.9636 -0.2800
H 1.1905 -4.4575 0.6567
H 2.6698 -4.8279 -0.1824
H -0.4734 -6.3404 -1.3869
H -2.9212 -6.5150 -1.6874
H -4.2205 -4.4878 -2.2331
H -4.4319 -2.4653 -2.7963
H -2.1186 -0.8557 -3.9473
H -3.8263 -0.7653 -4.3856
H -2.8844 -2.2173 -4.7715
H -2.6194 -0.4668 -1.4113
H -4.0608 -1.2564 -0.7338
H -4.2039 -0.0885 -2.0498
H -0.5980 -3.0974 -4.5141
H 0.6832 -2.4807 -6.4970
H 2.3127 -0.5971 -6.4371
H 2.6510 0.6050 -4.2438
O 2.0275 -2.7256 3.1307
C 1.4327 -1.8019 2.5665
O 1.2320 -1.6352 1.3300
C 0.8690 -0.7050 3.4840
C 1.5030 -0.4341 4.6930
C 1.0092 0.5775 5.4942
C -0.1126 1.2812 5.0764
C -0.6834 0.9419 3.8631
N -0.2068 -0.0275 3.0804
H 2.3656 -1.0264 4.9621
H 1.4955 0.8268 6.4302
H -0.5253 2.0917 5.6618
H -1.5395 1.4861 3.4781
N -6.2589 -2.7131 3.3834
C -5.2209 -2.7780 2.8921
C -3.9265 -2.8886 2.2814
C -3.2938 -4.1286 2.1854
C -2.0491 -4.1842 1.6004
C -1.4805 -3.0053 1.1304
N -2.0843 -1.8228 1.2085
C -3.2822 -1.7643 1.7748
H -3.7821 -5.0165 2.5654
H -1.5123 -5.1151 1.4917
H -0.4944 -2.9986 0.6915
H -3.7565 -0.7901 1.8261
Cl 1.2802 5.5893 -1.4724
Ge 0.3740 4.1292 -0.0274
Cl 0.0661 5.3839 1.7656
Cl 2.0336 2.3912 0.8962
O -3.4353 2.8197 -0.5841
S -2.0059 2.7221 -0.5182
O -1.4805 2.3621 0.8332
O -1.4073 1.8021 -1.4969
O -1.3840 4.1333 -0.7787
```

Calculated values
Molecular weight: 908.95 g/mol
Gap between HOMO and LUMO (alpha / beta): 6.18 / 5.75 eV
Charge: -2
Highest occupied orbital energy (alpha / beta): -2.13 / -2.13 eV
2S+1: 2
DFT total energy: -158166.9147 eV
⟨S²⟩: 0.7538

---

Repeat the first record exactly.
Here is a structure of composition C30H28N2SiSn in a non-equilibrium geometry from the Open Molecules 2025 dataset. Energies are from ωB97M-V/def2-TZVPD.

XYZ file:
```
62
Properties=species:S:1:pos:R:3
C 0.8498 2.6120 1.7560
C 0.9792 3.5578 0.6695
C -0.2253 3.5490 -0.0662
H 1.8363 4.2105 0.4886
C -1.1319 2.6417 0.5363
C -0.4939 2.0349 1.6490
H -0.9385 1.3679 2.3788
H 1.5078 2.5173 2.6171
H -0.4683 4.1839 -0.9164
H -2.1759 2.5083 0.2747
Sn 1.1910 0.8393 0.2157
C -3.2151 -1.5496 0.0780
H -2.5358 -1.0224 0.7624
H -3.8234 -2.2455 0.6717
H -3.8562 -0.8168 -0.4179
Si 0.8124 1.2262 -2.2669
C 2.0327 0.3277 -3.3561
C 3.1811 0.9626 -3.8555
H 3.4477 1.9593 -3.4936
C 3.9476 0.3394 -4.8458
H 4.8014 0.8624 -5.2802
C 3.6126 -0.9453 -5.2913
H 4.1994 -1.4177 -6.0840
C 2.5281 -1.6183 -4.7162
H 2.2820 -2.6292 -5.0334
C 1.7458 -0.9880 -3.7425
H 0.8927 -1.5075 -3.2986
C -0.7423 1.4098 -3.3025
C -0.6232 1.4931 -4.7074
H 0.3341 1.2691 -5.1914
C -1.7166 1.8950 -5.4868
H -1.6064 1.9505 -6.5710
C -2.9328 2.2214 -4.8814
H -3.7768 2.5474 -5.4925
C -3.0645 2.1123 -3.4927
H -4.0141 2.3585 -3.0159
C -1.9884 1.6850 -2.7090
H -2.1000 1.5934 -1.6261
H 1.3045 2.6249 -2.2690
H -2.6170 -2.0440 -0.6605
C 0.2560 -4.0524 1.2719
C 0.4944 -2.6953 0.9789
N 0.4746 -1.7310 1.9078
C 0.2222 -2.0605 3.1901
C -0.0334 -3.4227 3.5802
C -0.0116 -4.4136 2.5786
C -0.2933 -3.7193 4.9505
C -0.2790 -2.7422 5.9176
C -0.0195 -1.3784 5.5965
C 0.0110 -0.3499 6.5630
C 0.2354 0.9543 6.1673
C 0.4038 1.2163 4.7940
N 0.3891 0.2612 3.8676
C 0.2045 -1.0159 4.2227
H 0.2916 -4.7790 0.4629
H 0.7108 -2.3778 -0.0481
H -0.2010 -5.4479 2.8654
H -0.4964 -4.7594 5.2173
H -0.4714 -2.9872 6.9658
H -0.1483 -0.6100 7.6091
H 0.2747 1.7921 6.8564
H 0.5460 2.2421 4.4573
```

Calculated values
Molecular weight: 563.37 g/mol
Gap between HOMO and LUMO: 5.89 eV
Highest occupied orbital energy: -6.12 eV
DFT total energy: -48251.5733 eV

---

Q: What is the formula in the first record?
A: C30H28N2SiSn

---

Q: What is the DFT total energy in the second record?
A: -91355.0105 eV